1.
The following is a DFT calculation (the ωB97M-V functional and the def2-TZVPD basis) of 2 unconnected molecules or ions with the total composition C12H16NO9P.

Cartesian coordinates (Å):
P (-0.22204, 2.94941, 1.12141)
O (-1.21796, 2.72704, 2.50831)
O (0.45786, 4.32787, 1.15191)
O (0.64735, 3.02260, -1.57744)
O (3.43406, -1.52580, 0.80382)
O (2.11687, 0.39421, 2.21209)
O (-1.28888, 2.90257, -0.21382)
O (0.89135, -3.02365, 5.20188)
O (0.90187, 1.67678, 1.16897)
O (2.28169, -4.92665, 3.84177)
N (-1.35799, 2.16142, -2.54990)
C (-0.56650, 2.70159, -1.45331)
C (-3.71141, 2.83498, -3.07686)
C (-0.77974, -1.67746, -3.38456)
C (-1.52606, -0.45217, -2.60284)
C (-2.80600, 2.10733, -2.25426)
C (2.87022, -1.88930, 1.82218)
C (-0.81075, 0.88741, -3.10034)
C (2.25819, -3.64086, 3.39759)
C (1.48300, -2.65341, 4.20218)
C (1.46964, -1.25861, 3.75211)
C (2.11794, -0.89638, 2.64173)
C (2.90321, -3.27986, 2.28590)
H (0.28947, 0.81554, -2.75254)
H (-2.62798, -0.54754, -2.90774)
H (3.46698, -3.98684, 1.69216)
H (-3.49104, 3.90823, -3.38980)
H (0.91839, -0.54872, 4.35447)
H (-1.35919, -0.67889, -1.48297)
H (2.65198, 0.39393, 1.39595)
H (-3.23940, 1.47478, -1.39479)
H (-1.76152, 1.92763, 2.27659)
H (-0.74689, 0.88782, -4.25396)
H (-4.63373, 2.25900, -3.44860)
H (1.18876, 1.40300, 0.26854)
H (0.34735, -1.53145, -3.44943)
H (-1.10703, -2.69913, -2.99574)
H (-1.18469, -1.61701, -4.46762)
H (1.74261, -4.92941, 4.65695)

Values from the calculation:
total charge	0
frontier orbital gap	7.854	eV
calculated total energy	-41907.22623	eV
max |F|	5.82	eV Å⁻¹
SMILES	C=CN(CCC)C(=O)OP(=O)(O)O.O=C1C=C(O)C(=O)C=C1O
LUMO energy	-0.0619	hartree

=====

2.
The following is a DFT calculation (the ωB97M-V functional and the def2-TZVPD basis) of a single C4H8N2O3 molecule.

Cartesian coordinates (Å):
O (-1.82941, -0.31456, 1.43442)
O (0.96054, 0.10371, 2.12633)
O (-1.75059, 1.42541, -0.04101)
N (-0.33991, -0.36059, -0.37336)
N (1.57530, 0.59870, -1.36836)
C (0.82489, 0.33621, -0.26791)
C (-1.25907, 0.27330, 0.52411)
C (0.92259, 0.92138, 1.00348)
C (-0.47723, -1.72226, -0.85308)
H (2.48908, 0.99650, -1.23097)
H (-0.76683, -1.72459, -1.90634)
H (0.46373, -2.26426, -0.74618)
H (1.47558, 1.85092, 1.10504)
H (-2.50628, 1.69511, 0.49789)
H (-1.23602, -2.23607, -0.26441)
H (0.12722, 0.22451, 2.61952)
H (1.32642, 0.19658, -2.25917)

Values from the calculation:
total charge	0
frontier orbital gap	8.327	eV
calculated total energy	-13398.72091	eV
max |F|	2.02	eV Å⁻¹
SMILES	CN(C(=O)O)/C(N)=C\O
LUMO energy	0.0255	hartree

=====

3.
The following is a DFT calculation (the ωB97M-V functional and the def2-TZVPD basis) of a single C5H4N2OS molecule.

Cartesian coordinates (Å):
S (1.95156, -1.10635, -0.55870)
O (-0.21596, -1.97794, -1.80638)
N (1.00652, -1.23352, -1.97592)
N (0.80047, -0.19660, 0.33588)
C (-0.33567, 0.15162, -0.32612)
C (-0.25195, -0.61181, -1.88053)
C (-1.14758, 0.87683, 0.48734)
C (0.73897, 0.30997, 1.59663)
C (-0.45470, 0.97667, 1.71677)
H (-2.10411, 1.29094, 0.24259)
H (1.53741, 0.17063, 2.29778)
H (-0.70848, -0.12097, -2.72661)
H (-0.81649, 1.47054, 2.59728)

Values from the calculation:
total charge	0
frontier orbital gap	9.260	eV
calculated total energy	-21108.33863	eV
max |F|	4.97	eV Å⁻¹
SMILES	c1cc2n(c1)SN1O[C@@H]21
LUMO energy	0.0206	hartree

=====

4.
The following is a DFT calculation (the ωB97M-V functional and the def2-TZVPD basis) of a molecular structure, C39H34ClN3SSi2Sn.

Cartesian coordinates (Å):
Sn (-1.00457, -1.11387, 1.55349)
Cl (-1.55122, -2.08573, -0.60703)
S (-5.48554, 0.96119, 1.49614)
Si (0.17171, 1.02059, -2.87773)
Si (3.07510, 2.20201, -1.03778)
N (-2.59013, -3.05031, 2.18951)
N (-4.74941, -3.63725, 2.08640)
N (-3.24666, -0.30967, 1.53287)
C (3.90970, 5.71837, -3.06416)
C (2.78516, -2.58233, -1.28927)
C (-4.52539, -6.03140, 2.75245)
C (-4.24306, -1.27067, 1.59838)
C (2.61699, -2.38124, -2.66355)
C (2.16893, -1.69098, -0.41926)
C (-2.14881, 3.09571, -0.00229)
C (1.11734, -0.49837, -2.29572)
C (-1.26268, 3.13739, 1.08375)
C (3.89518, 1.36909, -2.49951)
C (-2.37514, -1.60254, 4.80140)
C (-3.57913, -6.99801, 3.12767)
C (-1.81872, 2.41412, -1.17457)
C (1.52660, 5.73626, -2.63477)
C (-1.76772, -5.35964, 2.94405)
C (-0.80902, 0.05904, 4.49444)
C (4.02992, 4.53327, -2.32470)
C (3.48963, 1.64513, -3.81849)
C (0.38733, 2.07769, -0.30869)
C (5.02229, 0.55255, -2.31154)
C (2.90260, 3.93524, -1.72266)
C (1.66894, 4.60183, -1.82908)
C (-3.85352, -2.62359, 1.91296)
C (-3.78545, 0.90879, 1.60426)
C (5.08843, 0.05063, -4.68557)
C (-3.06530, -0.39239, 4.55432)
C (-0.52382, 1.86350, -1.35707)
C (-5.52266, -0.77223, 1.52158)
C (5.60123, -0.11655, -3.39446)
C (-0.97801, -1.33818, 4.76338)
C (0.03685, 2.65393, 0.89882)
C (2.64943, 6.31188, -3.23318)
C (1.33475, -0.70807, -0.92639)
C (4.05027, 0.95705, -4.90665)
C (-2.10407, 0.63535, 4.35376)
C (-2.21491, -6.66091, 3.20870)
C (1.79236, -1.37354, -3.16893)
C (-2.70076, -4.39385, 2.53306)
C (-4.05074, -4.76408, 2.47263)
H (0.13479, 0.60404, 4.46426)
H (-2.57935, 2.27539, -1.95363)
H (-2.84284, -2.55262, 5.05358)
H (-5.59548, -6.23778, 2.64583)
H (-0.85677, 0.61423, -3.72253)
H (-1.50251, -7.44311, 3.48668)
H (-6.41974, -1.37226, 1.62006)
H (0.76838, 2.71673, 1.70728)
H (-0.71788, -5.06280, 3.03335)
H (-0.18881, -2.06054, 4.96412)
H (5.00250, 4.04887, -2.26434)
H (4.78699, 6.17010, -3.53240)
H (1.49525, 1.71223, -0.42000)
H (0.78746, 4.18972, -1.34018)
H (-3.89878, -8.01733, 3.35141)
H (-1.57149, 3.51360, 2.06038)
H (-4.14638, -0.25145, 4.57287)
H (-5.75575, -3.54933, 1.95855)
H (6.47168, -0.75871, -3.23288)
H (4.11710, 2.30853, -0.00173)
H (3.39050, -3.39279, -0.90065)
H (-2.32752, 1.68570, 4.16932)
H (-3.22425, 1.82240, 1.76695)
H (-3.13738, 3.54937, 0.11149)
H (5.49539, -0.52054, -5.51280)
H (3.14924, -3.03435, -3.35861)
H (5.48577, 0.48818, -1.32206)
H (0.83811, -0.08302, -0.18616)
H (2.73156, 2.41749, -4.01094)
H (0.52755, 6.15074, -2.80453)
H (3.67728, 1.14410, -5.91883)
H (2.32024, -1.74518, 0.65924)
H (1.67763, -1.23920, -4.24391)
H (2.54321, 7.22434, -3.83013)

Values from the calculation:
total charge	0
frontier orbital gap (spin up / spin down)	5.071 / 5.726	eV
calculated total energy	-90405.21523	eV
max |F|	2.93	eV Å⁻¹
LUMO energy (spin up / spin down)	-0.0445 / -0.0204	hartree